P | 24
Properties=species:S:1:pos:R:3 method="wB97M-V/def2-TZVPD" homo_ev=-7.95 orbital_gap_ev=8.8
H -3.2842 -1.4999 -0.9432
N -2.6547 -0.7247 -0.7760
C -2.4883 -0.4470 0.4505
C -3.1479 -1.0724 1.6538
O -1.6267 0.4982 0.8289
N -0.8617 1.1281 -0.2095
H -3.4702 -2.0877 1.4307
H -4.0197 -0.4814 1.9339
H -2.4584 -1.0858 2.4946
H 0.1593 1.2799 0.2607
H -1.1535 0.6829 -1.0809
H 1.7572 1.1263 1.8348
N 1.6393 1.4429 0.8770
C 2.5878 1.1912 0.0760
C 2.5209 1.6538 -1.3358
H 3.5394 0.7378 0.3882
H 2.6987 0.8106 -2.0027
H 3.2940 2.4023 -1.5168
H 1.5499 2.0828 -1.5594
C 1.1173 -1.5230 -0.5713
H 1.1001 -1.4524 0.5022
H 0.5169 -2.3756 -0.8746
H 2.1341 -1.6731 -0.9162
H 0.5505 -0.6139 -0.9450

Q | 24
Properties=species:S:1:pos:R:3 method="wB97M-V/def2-TZVPD" homo_ev=-8.53 orbital_gap_ev=9.4
C -0.1275 0.4412 3.0241
C -0.4763 0.3953 1.5198
N -0.1635 -0.8585 0.8882
C 0.0115 1.4653 0.6107
C -0.6803 1.5307 -0.7667
N 0.0049 0.9546 -1.8623
C -0.0491 -0.1584 -2.4466
N -0.5722 -1.4863 -2.2538
H 0.9517 0.2823 3.1819
H -0.5915 -0.2088 3.6322
H -0.4080 1.4838 3.2737
H -1.6368 0.5314 1.5577
H -0.3937 -1.6638 1.3255
H 0.6536 -0.7585 0.2863
H 1.0815 1.4033 0.4008
H -0.0981 2.4463 1.0390
H -1.6659 0.9833 -0.7544
H -0.7773 2.6260 -1.0267
H 0.3165 -0.2461 -3.5220
H -1.2306 -1.5138 -1.4394
H -1.1859 -1.6783 -3.0561
O 2.4071 -1.9448 -0.8200
H 3.0693 -1.8074 -1.5530
H 1.5605 -2.2190 -1.2391

R | 24
Properties=species:S:1:pos:R:3 method="wB97M-V/def2-TZVPD" homo_ev=-8.99 orbital_gap_ev=9.8
C 0.9197 -0.8484 -0.6544
N 0.4572 0.5044 -0.9117
C 1.2796 1.1283 -1.9278
C -0.9459 0.5464 -1.2826
H 1.8720 -0.8034 -0.1209
H 1.0615 -1.4127 -1.5874
H 0.1894 -1.3655 -0.0437
H 2.3209 1.1388 -1.6031
H 0.9461 2.1518 -2.0979
H 1.2213 0.5910 -2.8844
H -1.1261 0.0428 -2.2376
H -1.2637 1.5853 -1.3699
H -1.5415 0.0563 -0.5168
N -0.0665 0.8718 1.6110
C 0.6674 1.5679 0.8947
N 1.5462 2.3904 0.7182
H -0.4294 1.2845 2.4543
H 1.7501 2.8868 -0.1228
C -1.5242 -2.3886 2.0717
O -1.8025 -1.2613 1.2889
H -2.3357 -3.0938 1.9334
H -0.5863 -2.8728 1.7680
H -1.4541 -2.1402 3.1331
H -1.1554 -0.5597 1.4877

Most stable: Q (next structure +0.0100 hartree)

P | 13
Properties=species:S:1:pos:R:3 method="wB97M-V/def2-TZVPD" homo_ev=-9.41 orbital_gap_ev=9.5
C 0.1696 -0.8570 -0.5657
C 1.2204 0.3677 1.5339
H -2.2298 0.2251 -1.8258
H -0.9552 0.8626 -3.0807
H -0.1005 -1.7030 -2.2040
H 1.9281 -0.3308 1.2400
H -0.8040 1.0528 2.9821
N -1.4114 0.0044 -2.3647
N -0.3781 -0.8086 -1.8134
N 1.4021 0.8022 2.7179
O 0.9416 -1.7291 -0.1484
O 0.3491 1.5270 3.1922
S -0.1319 0.5868 0.3366

Q | 13
Properties=species:S:1:pos:R:3 method="wB97M-V/def2-TZVPD" homo_ev=-8.56 orbital_gap_ev=9.2
N -2.5546 -0.5632 -0.2901
C -1.4559 -0.0157 0.3212
O -1.4570 1.0140 0.9226
N -0.3286 -0.8744 0.2368
O 0.6243 -0.5488 1.2005
C 1.6024 0.2271 0.7492
N 1.7202 0.5036 -0.4536
S 3.0730 1.4280 -0.8462
H -2.5016 -1.3277 -0.9996
H -3.2364 0.0862 -0.5736
H -0.6096 -1.8589 0.2885
H 2.2227 0.4903 1.6125
H 2.9011 1.4395 -2.1683

R | 13
Properties=species:S:1:pos:R:3 method="wB97M-V/def2-TZVPD" homo_ev=-9.64 orbital_gap_ev=10.1
C -1.4526 -0.5060 -0.4369
C -0.2988 0.5449 1.2354
N -1.1272 -0.3972 0.7045
N 1.1114 0.4206 0.8989
N -1.9995 -0.5976 -1.5022
O 0.7887 1.5583 -1.3699
O 3.0748 0.8833 -0.7500
S 1.8788 1.4811 -0.2081
H -0.6406 1.5352 0.7654
H -0.3803 0.4120 2.3344
H 1.6748 -0.4761 1.0094
H 0.8383 0.8945 -2.1292
H -1.7170 -0.9683 -2.4097

Most stable: Q (next structure +0.0084 hartree)

P | 15
Properties=species:S:1:pos:R:3 method="wB97M-V/def2-TZVPD" homo_ev=-12.89 total_charge=+1 orbital_gap_ev=7.5
C 1.5490 1.6866 0.2551
C -2.4867 -3.6699 0.9563
C 4.0009 2.3553 0.0054
C -3.7142 -1.6387 -0.0366
N 2.6148 2.0888 -0.0175
O 0.4995 1.1837 0.2346
O -3.0649 -2.7684 0.5434
Cl -0.5294 -1.8511 -0.6532
H -0.4802 -0.5513 -0.7011
H 4.4388 1.3974 -0.4495
H 4.2608 3.2413 -0.5557
H 4.4696 2.4892 0.8835
H -3.2696 -1.3772 -0.9538
H -4.7726 -1.8323 -0.1527
H -3.5158 -0.7534 0.6418

Q | 15
Properties=species:S:1:pos:R:3 method="wB97M-V/def2-TZVPD" homo_ev=-14.46 total_charge=+1 orbital_gap_ev=9.3
C -1.1050 -0.4462 -0.5146
C 1.9390 -0.4927 0.2899
C -3.5018 -0.9899 0.1481
C 2.5927 1.7233 -0.1273
N -2.2082 -0.6896 -0.2167
O 0.0481 -0.2616 -0.7510
O 2.5865 0.3192 -0.4429
Cl 2.2650 -2.2011 0.1078
H 1.1659 -0.1750 1.0611
H -3.5639 -1.8239 0.7596
H -3.8492 -0.1291 0.6359
H -4.1990 -1.0995 -0.6642
H 2.2490 2.2178 -1.1766
H 2.0252 1.8936 0.7175
H 3.5556 2.1546 0.1734

Most stable: Q (next structure +0.0674 hartree)

P | 82
Properties=species:S:1:pos:R:3 method="wB97M-V/def2-TZVPD" homo_ev=-8.61 orbital_gap_ev=8.1
Ca -0.4752 0.0328 -0.1464
O 3.1371 -0.5282 -3.1246
C 2.2268 -0.1914 -2.2119
O 1.1444 -0.7324 -2.1381
C 2.6560 0.8879 -1.2796
C 3.9337 1.4031 -1.1825
C 4.1594 2.3383 -0.1747
C 3.1352 2.7096 0.6771
C 1.8717 2.1436 0.4964
N 1.6710 1.2702 -0.4770
C 0.6190 2.3885 1.3630
O 1.0402 3.0761 2.5423
O 0.0444 1.1994 1.6584
H 2.7586 -1.2441 -3.6598
H 4.7216 1.0768 -1.8451
H 5.1472 2.7631 -0.0504
H 3.2929 3.4103 1.4839
H 0.8341 2.4439 3.2419
O 0.5255 -1.8704 0.8742
C -0.3116 -3.0470 1.0644
C -1.7964 -2.7204 0.6617
O -2.6097 -3.6257 0.7238
O -2.0019 -1.5159 0.2890
C -0.1982 -3.4447 2.5287
C 1.0155 -3.9577 2.9848
C 1.1959 -4.2559 4.3249
C 0.1594 -4.0493 5.2264
C -1.0502 -3.5430 4.7792
C -1.2308 -3.2399 3.4355
C 0.2002 -4.1371 0.1369
C -0.3487 -5.4169 0.2278
C 0.0656 -6.4185 -0.6323
C 1.0373 -6.1626 -1.5945
C 1.5896 -4.8968 -1.6813
C 1.1733 -3.8874 -0.8197
H 0.7099 -1.4801 1.7398
H 1.8162 -4.1316 2.2752
H 2.1419 -4.6567 4.6655
H 0.2963 -4.2871 6.2735
H -1.8631 -3.3833 5.4757
H -2.1838 -2.8592 3.0936
H -1.1136 -5.6129 0.9658
H -0.3696 -7.4065 -0.5511
H 1.3624 -6.9489 -2.2640
H 2.3502 -4.6862 -2.4236
H 1.6026 -2.8996 -0.8967
C 0.7554 5.5572 0.7245
C 0.1741 4.4880 -0.1960
C -0.9323 5.0818 -1.0655
C -0.3695 3.2837 0.5735
H 1.1256 6.4042 0.1433
H 1.5679 5.1743 1.3396
H -0.0149 5.9266 1.4060
H 0.9674 4.1378 -0.8681
H -1.7579 5.4389 -0.4448
H -1.3346 4.3406 -1.7608
H -0.5646 5.9267 -1.6504
H -0.8802 2.6282 -0.1488
H -1.1294 3.6008 1.2926
Te -1.7510 0.8291 -3.1320
C -3.8238 0.7421 -2.7194
C -4.7053 1.4165 -3.5589
C -6.0696 1.3760 -3.3119
C -6.5584 0.6557 -2.2308
C -5.6807 -0.0209 -1.3972
C -4.3124 0.0251 -1.6317
C -1.4635 -1.1750 -3.7408
C -1.8311 -2.2387 -2.9243
C -1.4712 -3.5313 -3.2794
C -0.7519 -3.7622 -4.4440
C -0.4043 -2.7002 -5.2664
C -0.7585 -1.4026 -4.9162
H -4.3299 1.9710 -4.4096
H -6.7480 1.9033 -3.9699
H -7.6232 0.6195 -2.0406
H -6.0512 -0.5930 -0.5567
H -3.6552 -0.5281 -0.9709
H -2.3696 -2.0739 -2.0003
H -1.7381 -4.3527 -2.6258
H -0.4642 -4.7715 -4.7086
H 0.1397 -2.8780 -6.1860
H -0.4863 -0.5762 -5.5621

Q | 82
Properties=species:S:1:pos:R:3 method="wB97M-V/def2-TZVPD" homo_ev=-8.29 orbital_gap_ev=7.9
Ca 0.7893 -0.0500 0.7612
O 3.5900 -1.5278 -2.5297
C 2.5909 -1.1953 -1.7167
O 2.7352 -1.0641 -0.5185
C 1.2786 -1.0093 -2.3999
C 1.0111 -1.3691 -3.7048
C -0.3006 -1.2151 -4.1464
C -1.2648 -0.7309 -3.2816
C -0.8947 -0.3806 -1.9822
N 0.3602 -0.5054 -1.5857
C -1.8423 0.1596 -0.8987
O -3.1075 -0.4581 -1.1928
O -1.4026 -0.1845 0.3369
H 4.3911 -1.6149 -1.9905
H 1.7879 -1.7700 -4.3391
H -0.5652 -1.4900 -5.1593
H -2.2987 -0.6312 -3.5809
H -3.5903 -0.4107 -0.3591
O 0.6780 1.5124 2.5673
C 1.1717 2.8667 2.3728
C 1.8154 2.9440 0.9442
O 2.3043 4.0163 0.6297
O 1.7428 1.8803 0.2492
C -0.0291 3.7966 2.4866
C -0.5987 3.9869 3.7453
C -1.7525 4.7402 3.8957
C -2.3441 5.3263 2.7854
C -1.7757 5.1514 1.5326
C -0.6263 4.3879 1.3804
C 2.2311 3.1769 3.4181
C 2.7020 4.4826 3.5460
C 3.6793 4.7851 4.4781
C 4.2008 3.7915 5.2983
C 3.7375 2.4929 5.1746
C 2.7571 2.1866 4.2371
H -0.0943 1.5582 3.1435
H -0.1182 3.5599 4.6197
H -2.1802 4.8815 4.8800
H -3.2391 5.9245 2.8980
H -2.2253 5.6153 0.6640
H -0.1823 4.2737 0.4008
H 2.3067 5.2511 2.8962
H 4.0381 5.8027 4.5649
H 4.9635 4.0314 6.0280
H 4.1370 1.7104 5.8075
H 2.4007 1.1697 4.1465
C -1.9877 3.8379 -2.2779
C -2.3228 2.3481 -2.3332
C -3.7979 2.1597 -2.6810
C -1.9239 1.6975 -1.0068
H -2.2471 4.3352 -3.2146
H -0.9251 4.0018 -2.0883
H -2.5531 4.3218 -1.4764
H -1.7191 1.9085 -3.1361
H -4.4254 2.5905 -1.8951
H -4.0666 1.1095 -2.7757
H -4.0394 2.6715 -3.6153
H -0.9305 2.0642 -0.7249
H -2.6066 2.0197 -0.2120
Te -1.1140 -2.1766 2.3682
C -0.1865 -3.4997 3.7406
C -0.5350 -4.8481 3.7702
C 0.0831 -5.7105 4.6625
C 1.0434 -5.2308 5.5447
C 1.3859 -3.8882 5.5289
C 0.7761 -3.0255 4.6252
C -0.2932 -3.1658 0.6829
C -1.0434 -3.2545 -0.4867
C -0.5124 -3.8914 -1.5981
C 0.7643 -4.4382 -1.5531
C 1.5114 -4.3475 -0.3883
C 0.9851 -3.7115 0.7300
H -1.2878 -5.2272 3.0895
H -0.1899 -6.7580 4.6744
H 1.5220 -5.9041 6.2440
H 2.1329 -3.5088 6.2144
H 1.0567 -1.9788 4.6101
H -2.0274 -2.8055 -0.5370
H -1.1007 -3.9584 -2.5048
H 1.1723 -4.9365 -2.4236
H 2.5068 -4.7713 -0.3426
H 1.5720 -3.6557 1.6397

Most stable: Q (next structure +0.0052 hartree)

P | 10
Properties=species:S:1:pos:R:3 method="wB97M-V/def2-TZVPD" homo_ev=-10.00 orbital_gap_ev=11.2
C -1.6159 0.7646 0.0533
C -2.1428 -0.4683 -0.0881
H -1.7105 1.2638 1.0354
H -1.1785 1.2695 -0.7553
H -2.5977 -0.8891 0.7670
H -2.1339 -1.0928 -1.0082
O 2.0371 0.4672 -0.2006
O 1.3629 -0.7388 0.1676
H 2.4623 0.4762 0.6799
H 0.5103 -0.6329 -0.2455

Q | 10
Properties=species:S:1:pos:R:3 method="wB97M-V/def2-TZVPD" homo_ev=-9.90 orbital_gap_ev=10.9
C 0.0077 -1.2618 1.6891
C -1.0853 -2.2658 1.4674
O -1.2834 -3.1936 2.2006
H 0.9400 -1.7265 2.0415
H -0.2836 -0.6285 2.5310
H 0.1808 -0.6098 0.8391
H -1.7347 -2.0840 0.5792
O 1.0776 3.7799 -3.4200
H 0.8937 3.3069 -4.2431
H 1.2873 4.6830 -3.6849

R | 10
Properties=species:S:1:pos:R:3 method="wB97M-V/def2-TZVPD" homo_ev=-9.83 orbital_gap_ev=10.5
O 0.9963 0.0302 -1.1155
C 0.4512 0.5484 0.1020
C -0.8633 -0.4538 0.4843
O -0.8441 -1.3380 -0.5433
H 1.5236 0.9268 -0.7162
H 1.1453 0.4194 0.9394
H 0.0020 1.5354 -0.0474
H -0.6428 -0.8846 1.4763
H -1.7489 0.2051 0.5193
H -0.0192 -0.9890 -1.0990

S | 10
Properties=species:S:1:pos:R:3 method="wB97M-V/def2-TZVPD" homo_ev=-9.99 orbital_gap_ev=10.8
O -0.5235 -0.6090 1.1202
C 0.4245 -0.6105 0.0431
C 0.2366 0.7737 -0.5501
O -1.1155 0.9645 -0.9038
H -0.4706 -1.3823 1.6990
H 1.4599 -0.7206 0.4006
H 0.1997 -1.4103 -0.6780
H 0.5293 1.5327 0.4679
H 0.8696 0.8648 -1.4693
H -1.6098 0.5969 -0.1297

Most stable: Q (next structure +0.0208 hartree)

P | 9
Properties=species:S:1:pos:R:3 method="wB97M-V/def2-TZVPD" homo_ev="-8.50 / -8.63" orbital_gap_ev="9.1 / 9.1"
C -1.3240 -0.7672 0.1569
C -0.7113 0.1244 -0.5690
C 1.7874 0.2828 0.2743
F 2.4400 -0.7683 -0.2232
H -2.2059 -1.3065 0.0172
H -0.7462 -1.3480 0.9189
H -0.7572 0.7055 -1.4624
H 2.0595 0.4626 1.2911
H 1.7661 1.0984 -0.4431

Q | 9
Properties=species:S:1:pos:R:3 method="wB97M-V/def2-TZVPD" homo_ev=-9.76 orbital_gap_ev=10.9
C 2.0701 0.3293 0.3601
C 0.7554 0.5747 0.3628
C -0.3719 -0.1904 1.0702
F 0.1269 1.5492 -0.3722
H 2.7856 1.0075 -0.1035
H 2.4300 -0.3301 1.1328
H -0.6338 -1.0851 0.5372
H -0.3244 -0.4707 2.1227
H -1.2410 0.4919 0.9527

Most stable: Q (next structure +0.1642 hartree)